The following is a quantum chemistry calculation of a single CHNOS molecule at a distorted geometry, from OMol25.

The geometry in XYZ format:
```
5
Properties=species:S:1:pos:R:3:forces:R:3
S 0.553030 0.284551 -0.254244 -1.39 -1.86 -0.03
O 1.003483 1.010039 -1.372303 0.84 1.71 -0.46
N 0.582567 -1.185687 -0.104966 0.25 -0.25 0.44
C -1.014214 0.105460 0.307987 -0.28 -0.77 1.80
H -1.124865 -0.214364 1.423525 0.58 1.17 -1.75
```
Positions in Å, forces in eV/Å.

Values from the calculation:
Net charge: 0
Electronic energy in Eh: -566.6280
E_LUMO (alpha / beta) in eV: -2.18 / -2.18
HOMO (alpha / beta) in eV: -9.94 / -9.94
Frontier orbital gap (alpha / beta) in eV: 7.7550 / 7.7560
Energy above the lowest of the compared OMol25 structures with the same formula, charge and spin in kJ/mol: 531.6

***

The following is a quantum chemistry calculation of a single C5H9N3 molecule at a distorted geometry, from OMol25.

The geometry in XYZ format:
```
17
Properties=species:S:1:pos:R:3:forces:R:3
N 0.979308 -1.256197 0.572747 -1.16 -0.69 0.62
N 1.654419 -0.136822 0.107532 2.48 -1.80 -1.02
N -1.375872 0.125922 -0.922759 -0.63 -4.04 2.03
C -0.275479 -1.361114 0.823473 -0.45 0.50 1.10
C 1.300155 0.485234 -0.930060 0.06 0.96 -1.34
C -0.150501 0.749134 -1.320451 0.44 1.33 -5.19
C -0.480862 1.129604 1.205749 1.49 -1.45 -5.25
C -1.274752 -0.256884 0.617675 -1.46 5.15 -1.64
H 2.128878 1.125075 -1.499010 -1.98 -1.08 1.43
H -0.156607 0.588089 -2.481979 0.09 0.73 1.67
H -1.661780 -0.837286 -1.427597 1.43 3.01 1.08
H -0.409735 0.972047 2.206720 -0.19 0.66 3.05
H -0.730135 2.109711 0.651291 -0.54 -1.56 1.94
H 0.669811 0.951652 0.751484 -3.93 1.29 2.78
H -2.469050 -0.182751 0.907451 3.40 -1.19 -0.03
H -0.268059 1.911135 -1.199542 0.43 -2.04 -0.30
H -0.619660 -2.243830 1.410230 0.54 0.24 -0.94
```
Positions in Å, forces in eV/Å.

Values from the calculation:
Net charge: 0
Electronic energy in Eh: -359.9539
E_LUMO in eV: 0.30
SMILES: C[C@@H]1C=NN=CCN1
HOMO in eV: -8.94
Frontier orbital gap in eV: 9.2410
Energy above the lowest of the compared OMol25 structures with the same formula, charge and spin in kJ/mol: 639.1

***

The following is a quantum chemistry calculation of a molecular structure, C37H26CoN9Se3, from OMol25.

The geometry in XYZ format:
```
76
Properties=species:S:1:pos:R:3:forces:R:3
Se 1.939860 0.193876 -0.441333 0.02 0.02 0.05
Se 0.609857 3.419213 -1.711742 -0.04 0.00 0.05
Se -0.117500 -1.073514 -4.380928 -0.07 0.02 -0.07
Co -0.413783 -0.132813 1.059140 -0.06 0.01 0.00
N 0.656010 -1.339768 2.125787 -0.01 0.00 -0.04
N -1.655686 1.019038 0.143137 0.03 -0.06 -0.06
N -2.536418 -0.512985 -1.492417 -0.03 0.09 0.01
N 1.646323 0.220313 3.672524 -0.01 -0.04 -0.03
N 0.732353 -3.924012 -4.125432 0.01 -0.01 -0.01
N 0.066165 1.333446 2.230154 0.02 0.03 -0.01
N -1.325160 3.084123 1.332306 -0.03 -0.01 -0.09
N -1.023857 -1.625820 0.000415 -0.05 0.00 -0.08
N 0.181438 -3.430654 1.028048 -0.06 -0.01 0.00
C -2.848335 2.876634 -0.542277 0.00 -0.02 -0.05
C -1.876145 2.348630 0.409672 -0.01 0.07 0.11
C -4.247111 4.314823 -1.801113 -0.01 0.00 0.00
C -2.428572 0.665878 -0.907064 0.02 -0.09 -0.01
C 1.677694 -3.230636 2.934219 0.02 0.00 0.02
C 2.288339 2.532734 -2.143951 0.01 0.01 -0.01
C 1.469626 -0.977150 3.174941 0.02 0.08 0.04
C -3.193537 1.817510 -1.372499 -0.02 0.06 0.02
C 0.760665 -2.674816 1.954538 0.00 0.02 -0.02
C -4.072736 1.977791 -2.433665 0.02 -0.01 0.02
C 1.860404 4.422947 5.154146 0.01 0.00 0.02
C 3.023102 -4.716432 4.198243 -0.01 -0.02 -0.01
C -1.092809 -5.076588 -1.262649 0.02 0.03 0.03
C 0.400285 -2.817442 -4.243075 0.05 0.04 0.07
C -2.548486 -4.643265 -3.153022 -0.02 -0.01 -0.02
C -2.667833 -3.304145 -2.821867 0.02 0.05 0.01
C 3.478527 -3.636582 4.970755 0.01 0.03 0.01
C -0.399062 2.605870 2.155671 0.00 -0.06 0.00
C 0.265916 3.431820 3.139439 0.02 -0.01 0.03
C 0.995073 1.282076 3.232260 0.02 -0.05 0.00
C 2.118226 -4.528541 3.170295 0.01 0.01 0.01
C 1.153906 2.595139 3.816301 -0.03 0.03 -0.02
C 3.041322 -2.346793 4.732821 -0.01 -0.02 -0.01
C -1.867772 -1.557812 -1.069333 0.09 0.01 0.08
C -1.988331 -2.871761 -1.695539 -0.01 -0.08 0.05
C -0.619559 -2.926298 0.125925 0.06 -0.01 0.03
C -4.596318 3.243934 -2.635239 -0.01 0.01 -0.01
C -0.427823 2.702610 -3.191906 0.00 0.03 0.02
C 0.159907 4.783758 3.460360 0.00 -0.01 -0.01
C -3.368959 4.147683 -0.742750 0.02 -0.02 0.01
C 2.130681 -2.158305 3.698168 0.01 -0.02 0.01
C 1.964814 3.083436 4.839298 -0.01 -0.02 -0.01
C 2.205974 1.022477 -2.188293 0.05 0.08 -0.04
C -1.214638 -3.736159 -0.935098 -0.06 -0.01 -0.07
C 0.966206 5.266019 4.471187 -0.01 0.02 0.00
C 2.215490 -1.607598 -1.119037 -0.01 0.01 0.02
C -1.774586 -5.516318 -2.384298 0.00 -0.02 0.00
H -5.280536 3.416946 -3.456395 0.00 0.00 0.00
H 2.651078 2.427979 5.359045 0.00 0.00 0.00
H 3.388957 -1.508226 5.321282 0.00 0.00 0.00
H -0.599292 1.634213 -3.073509 0.00 -0.02 0.01
H -3.223275 -2.606668 -3.432845 -0.01 0.00 0.00
H 2.614812 2.904632 -3.116564 0.00 -0.01 0.00
H 2.478007 4.838239 5.940921 0.00 0.00 0.00
H -1.382157 3.226530 -3.180560 -0.01 -0.01 -0.02
H 1.448038 -1.843035 -1.855225 0.01 0.00 0.01
H 3.391881 -5.711333 4.414039 0.00 0.00 0.00
H 2.999042 2.884628 -1.394368 0.02 -0.03 0.00
H -4.669509 5.292668 -1.996409 0.00 0.00 0.00
H 0.085974 2.896128 -4.131675 -0.01 0.00 0.00
H 1.419785 0.673689 -2.854972 0.00 -0.07 0.00
H 3.149552 0.613807 -2.555834 0.00 0.00 0.00
H -0.467157 -5.737572 -0.678602 0.00 0.00 0.00
H -1.682991 -6.549214 -2.694513 0.00 0.00 0.00
H -4.313956 1.144564 -3.080122 0.00 0.00 0.00
H 2.170254 -2.296718 -0.279335 0.00 0.00 -0.02
H 3.200098 -1.659711 -1.578161 -0.01 -0.02 -0.01
H 0.914549 6.312211 4.746066 0.00 0.00 0.00
H 4.189441 -3.822633 5.766260 0.00 0.00 0.00
H -0.529695 5.424064 2.926417 0.00 0.00 0.00
H -3.082604 4.970117 -0.100869 0.00 0.00 0.00
H 1.761647 -5.349720 2.562999 0.00 0.00 0.00
H -3.037079 -5.019514 -4.042616 0.00 0.01 0.00
```
Positions in Å, forces in eV/Å.

Values from the calculation:
⟨S²⟩: 0.757
Net charge: -1
Electronic energy in Eh: -10505.6926
Multiplicity: 2
E_LUMO (alpha / beta) in eV: 0.80 / 0.81
HOMO (alpha / beta) in eV: -4.15 / -4.16
Frontier orbital gap (alpha / beta) in eV: 4.9477 / 4.9666
Energy above the lowest of the compared OMol25 structures with the same formula, charge and spin in kJ/mol: 9.5

***

The following is a quantum chemistry calculation of a single C16H16N2OS molecule at a distorted geometry, from OMol25.

The geometry in XYZ format:
```
36
Properties=species:S:1:pos:R:3:forces:R:3
S -2.937172 0.861191 -0.857733 -0.01 -0.09 0.04
O 0.842779 3.732622 0.004124 0.05 0.10 -0.01
N -0.761570 2.197783 -0.335973 -0.52 0.04 -0.46
N -1.265644 -2.490273 0.675499 -0.04 -0.24 0.02
C -1.010978 -1.376210 0.545801 -0.36 -0.64 -0.07
C 0.926538 1.713360 1.322004 0.11 -0.04 0.10
C 3.080827 -0.677810 0.333138 0.05 0.02 -0.09
C 3.807759 -0.777228 -1.970939 0.02 0.00 -0.07
C 0.798836 0.235463 0.933011 0.03 0.07 -0.03
C 1.631709 0.056352 -1.440713 0.01 -0.01 -0.01
C -0.602315 -0.045031 0.422200 0.27 1.12 0.06
C -1.314101 0.940919 -0.168891 -0.26 -0.65 0.20
C 0.383822 2.649328 0.268520 0.42 0.03 0.30
C 1.856343 -0.148441 -0.085849 0.04 -0.09 0.00
C -5.243836 -0.269324 -0.020023 0.09 0.22 -0.02
C 3.384860 -0.931475 1.780886 -0.05 -0.02 -0.03
C -6.093363 -1.074659 -0.630294 -0.06 -0.04 -0.02
C 2.596423 -0.253112 -2.381442 0.04 0.03 -0.08
C -3.776492 -0.511146 0.035086 0.40 0.03 -0.15
C 4.039076 -0.985749 -0.624069 0.01 0.01 0.00
H -5.584379 0.633280 0.469266 -0.14 0.08 0.06
H 0.687933 0.459164 -1.776498 -0.11 0.00 -0.02
H 0.352360 1.906996 2.234565 0.00 0.02 -0.02
H 1.967089 1.975815 1.513794 -0.09 0.06 -0.04
H 0.948884 -0.370454 1.831268 -0.04 0.13 -0.09
H -3.503028 -1.453235 -0.436389 -0.05 0.03 0.16
H -7.150629 -0.876053 -0.645902 -0.20 0.08 0.04
H 4.403569 -1.293952 1.891818 0.04 -0.01 0.05
H -1.240692 2.841318 -0.953682 0.13 0.07 0.15
H 2.712770 -1.686937 2.188879 -0.02 -0.02 0.11
H -5.764114 -1.972266 -1.127103 0.13 -0.17 -0.11
H 4.569590 -1.023913 -2.695126 0.06 -0.03 -0.06
H -3.407780 -0.480246 1.060257 -0.02 -0.08 -0.02
H 2.399228 -0.084265 -3.429257 -0.01 0.01 -0.09
H 4.985971 -1.397209 -0.304759 0.08 -0.05 0.05
H 3.279717 -0.024610 2.374524 0.00 0.03 0.13
```
Positions in Å, forces in eV/Å.

Values from the calculation:
Net charge: 0
Electronic energy in Eh: -1202.2259
E_LUMO in eV: 0.29
SMILES: C=CCSC1=C(C#N)[C@@H](c2ccccc2C)CC(=O)N1
HOMO in eV: -8.79
Frontier orbital gap in eV: 9.0837
Energy above the lowest of the compared OMol25 structures with the same formula, charge and spin in kJ/mol: 129.4

***

The following is a quantum chemistry calculation of a molecular structure, C20H32NO4Zr at a distorted geometry, from OMol25.

The geometry in XYZ format:
```
58
Properties=species:S:1:pos:R:3:forces:R:3
Zr -0.741922 -2.565488 2.597473 0.26 -0.32 -1.22
O 3.195175 -1.017037 3.759251 -0.76 -0.59 0.52
O 7.330704 2.013134 6.150905 -4.84 -1.74 -1.08
O 6.993708 0.295361 7.480431 -3.36 -1.21 -0.55
O 1.068443 -2.577720 1.161691 -1.09 2.20 0.33
N 4.174463 1.421614 6.839592 4.36 1.00 -0.82
C 1.529155 -1.502572 2.075646 1.11 -0.60 0.72
C -0.864850 -0.178087 -2.107280 0.59 -0.81 1.16
C -1.681469 -0.591897 -0.919789 2.40 -0.90 0.33
C -2.769833 -0.179911 -3.786819 -0.36 0.13 -0.69
C -0.581785 1.076679 -4.340230 0.40 -0.09 0.82
C 5.104613 0.880275 5.892897 -5.46 0.11 -1.89
C -5.096707 0.845542 -3.006391 0.51 0.20 -0.73
C 2.249582 -2.044541 3.387372 -0.14 0.66 0.01
C -4.892965 -0.515198 -5.127636 0.02 0.65 -0.03
C -2.065989 2.023959 -2.417396 1.12 0.39 0.05
C -1.059348 -1.391033 0.143847 2.61 0.09 -0.86
C -3.897562 1.813490 -5.164945 -1.02 0.11 0.67
C 0.452347 -1.805847 0.054617 -2.62 1.50 -2.87
C 4.880959 -0.666930 5.591555 0.98 -0.28 0.94
C 0.545246 -0.593831 -2.197412 -1.41 -0.74 2.17
C 1.184328 -1.406389 -1.127109 -1.46 -0.03 0.90
C 6.628663 1.052980 6.625204 9.75 2.55 2.59
C 3.395209 -1.035989 5.197005 0.20 -0.51 0.23
C -4.101122 0.551807 -4.225659 -0.99 -0.96 -0.73
C -1.606337 0.726590 -3.189789 0.53 -0.95 0.40
H -2.998664 1.753646 -5.825953 -0.73 0.07 0.67
H -0.293956 0.139075 -4.894526 -0.45 1.02 0.34
H -5.012674 0.011739 -2.247015 -0.21 0.95 -0.67
H 2.741085 -3.048031 3.242916 -0.45 0.92 0.01
H 5.094946 -1.206366 6.561598 -0.10 0.43 -1.14
H 0.579717 -0.911679 2.382445 1.07 0.25 -0.44
H -0.991220 1.857956 -5.026038 0.34 -0.84 0.55
H 5.150272 1.481648 4.945937 0.07 -0.39 1.06
H 2.258918 -1.728302 -1.190232 -1.20 0.44 -0.14
H -2.243092 2.862971 -3.146094 -0.15 -0.97 0.79
H -4.909110 1.853955 -2.552017 -0.13 -1.01 -0.18
H -5.051254 -1.489750 -4.587413 0.18 0.88 -0.61
H -4.806943 1.892241 -5.832345 1.04 -0.08 0.64
H -6.142134 0.871330 -3.416599 0.96 -0.09 0.56
H 4.151823 2.450873 6.730726 -0.65 -0.42 -0.08
H 2.256123 -0.832964 1.534735 -1.14 -0.41 0.52
H -1.721103 -1.710763 1.048275 -0.06 0.58 -1.48
H 5.608370 -0.991170 4.797365 -0.74 0.23 0.85
H -1.185752 2.365987 -1.789357 -0.93 -0.28 -0.62
H -5.894159 -0.055935 -5.375310 0.96 -0.66 0.33
H 1.491715 -2.094597 4.236237 0.65 -0.31 -0.79
H -3.928716 2.747793 -4.532994 0.43 -0.81 -0.85
H -2.926809 1.883608 -1.719967 0.62 0.07 -0.81
H 1.184635 -0.307036 -3.061180 -0.72 -0.28 0.81
H 0.369693 1.473026 -3.879015 -0.97 -0.08 -0.56
H -2.759079 -0.284247 -0.853442 1.26 -0.42 -0.03
H 2.634438 -0.403969 5.746940 0.81 -0.54 -0.73
H 3.255784 -2.114669 5.513026 0.39 1.21 0.02
H 4.518664 1.288816 7.807461 -1.14 -0.76 -0.05
H -4.384145 -0.668177 -6.122386 -0.32 -0.07 1.12
H -2.355007 -0.667860 -4.721019 -0.37 0.49 1.02
H -3.065068 -1.048109 -3.121788 0.35 1.04 -0.47
```
Positions in Å, forces in eV/Å.

Values from the calculation:
Net charge: +3
Electronic energy in Eh: -1182.5054
E_LUMO in eV: -13.71
HOMO in eV: -15.91
Frontier orbital gap in eV: 2.1970

***

The following is a quantum chemistry calculation of 2 unconnected molecules or ions with the total composition C5H9NO at a distorted geometry, from OMol25.

The geometry in XYZ format:
```
16
Properties=species:S:1:pos:R:3:forces:R:3
O -1.932180 -0.058586 0.856086 -0.04 -0.03 0.02
N -0.906969 0.803670 -1.567408 -0.93 0.07 0.53
C 0.727597 1.152056 0.672578 -0.08 0.02 -0.03
C -1.944604 0.902472 -1.030731 0.83 -0.01 -0.52
C 0.338123 -0.179014 0.115412 0.04 0.01 0.11
C -0.904580 -0.794847 0.573447 0.26 -0.07 -0.26
C 1.390076 -1.005007 -0.546108 -0.05 -0.05 -0.01
H -2.967510 1.158364 -0.840432 0.13 -0.05 0.00
H -0.140407 1.621232 1.139886 0.14 -0.03 -0.06
H 1.537232 1.032854 1.403788 -0.11 -0.03 -0.11
H 2.363824 -0.914704 -0.052982 -0.16 0.02 -0.06
H 1.098384 -2.057836 -0.609981 0.02 0.16 0.01
H -0.195410 -1.040006 1.480148 0.01 -0.03 0.07
H -1.061922 -1.789104 0.105474 0.00 0.16 0.09
H 1.102576 1.789436 -0.132466 -0.04 -0.10 0.09
H 1.495766 -0.620974 -1.566709 -0.02 -0.04 0.12
```
Positions in Å, forces in eV/Å.

Values from the calculation:
Net charge: 0
Electronic energy in Eh: -325.7794
E_LUMO in eV: 0.25
HOMO in eV: -8.95
Frontier orbital gap in eV: 9.2003
Energy above the lowest of the compared OMol25 structures with the same formula, charge and spin in kJ/mol: 415.3

***

Which of these has the lowest electronic energy? C37H26CoN9Se3

***

Which of these has the lowest net charge? C37H26CoN9Se3